[1]
23
Properties=species:S:1:pos:R:3 method="wB97M-V/def2-TZVPD" orbital_gap_ev="10.18 / 6.39" charge=+1 e_lumo_ev="-4.454 / -8.229" spin_multiplicity=2 relative_energy_ev=0.7685 s2=0.768
C 0.05153 -2.13923 -1.63400
C 0.55914 -1.48346 0.80151
C 0.60232 -1.20080 -0.61560
C 1.01584 -0.58933 1.70716
C 1.31506 -0.05330 -1.03053
C 1.64583 0.59584 1.28420
C 1.84177 0.82674 -0.11121
H -0.04583 -2.34640 1.10755
H 0.80939 -0.72004 2.75725
H 0.25885 -3.14049 -1.24920
H 0.46823 -2.05839 -2.63430
H 1.48859 0.05551 -2.09033
H 1.95465 1.32447 2.01183
H 2.00322 1.86193 -0.37986
H -1.03950 -2.00815 -1.72066
C -2.04784 0.77486 0.38204
C -1.09190 1.94061 -0.02193
H -1.63713 -0.21877 0.39531
H -2.27698 1.01997 1.42390
H -3.06284 0.76438 -0.04022
H -1.67803 2.73978 -0.45919
H -0.39344 1.69611 -0.79144
H -0.74092 2.35817 0.90771

=====

[2]
19
Properties=species:S:1:pos:R:3 method="wB97M-V/def2-TZVPD" orbital_gap_ev=6.68 charge=-1 e_lumo_ev=3.423 relative_energy_ev=0.8975
O 3.39425 0.27063 -0.04280
C 2.35014 0.43705 0.54482
C 1.51608 1.66515 0.37189
C 0.34759 1.33163 -0.54020
S -0.53161 -0.25821 -0.23646
H 2.08068 -0.37006 1.24026
H 1.16722 2.15451 1.28210
H 2.21228 2.36065 -0.08305
H -0.42209 2.09822 -0.67892
H 0.66028 1.27748 -1.59283
H 2.66035 -1.04373 -2.47899
H 1.30422 -1.37163 -1.93908
O 2.03985 -1.77448 -2.42726
H -2.62541 -2.23387 2.47255
H -1.76400 -1.13528 1.61461
O -2.24538 -1.98835 1.63065
H -4.17039 -0.45698 -0.46687
H -3.77349 -0.84297 0.90698
O -4.20059 -0.11981 0.42262

=====

[3]
154
Properties=species:S:1:pos:R:3 method="wB97M-V/def2-TZVPD" orbital_gap_ev="7.42 / 7.37" e_lumo_ev="-0.057 / -0.509" spin_multiplicity=3 relative_energy_ev=0.0000 s2=2.015
W 0.42445 1.48138 -0.84504
C -3.21361 2.37283 2.21404
C -1.82082 2.90042 1.87492
C -1.50775 4.18031 2.64757
C -0.78309 1.85507 2.15961
C -0.57857 1.29685 3.41750
C 0.46515 0.40422 3.28111
C 1.07331 -0.47029 4.33692
C 0.03541 -1.47216 4.84484
C 1.64096 0.37030 5.48002
N 0.87083 0.44315 2.00699
N 0.11283 1.33088 1.30052
B 1.98697 -0.33132 1.28910
N 2.97675 0.70186 0.70120
N 2.56823 1.69405 -0.15486
C 3.66337 2.40749 -0.47197
C 4.76605 1.86153 0.17896
C 4.29831 0.79669 0.91943
C 5.09003 -0.04571 1.87803
C 6.36101 -0.56474 1.20793
C 5.40885 0.76640 3.13602
C 3.81893 3.69589 -1.25471
C 3.08397 3.87974 -2.57656
C 3.60040 4.89864 -0.32758
N 1.29822 -1.24364 0.25439
N 0.36423 -0.71079 -0.58119
C -0.21284 -1.72324 -1.24626
C 0.40198 -2.91100 -0.85836
C 1.35025 -2.57319 0.08697
C 2.26900 -3.54779 0.77175
C 2.01110 -3.71129 2.27101
C 3.73874 -3.28117 0.45674
C -1.42389 -1.61638 -2.13742
C -1.15466 -1.07393 -3.53953
C -2.09819 -2.98269 -2.25321
H -3.96497 3.12241 1.95286
H -3.41340 1.45817 1.65993
H -3.31731 2.14974 3.27928
H -1.81204 3.12069 0.81887
H -1.51913 3.99183 3.72364
H -0.52807 4.57792 2.37843
H -2.25961 4.94185 2.43188
H -1.13271 1.51908 4.31420
H 1.89202 -1.03060 3.88773
H -0.78364 -0.95177 5.34712
H -0.38529 -2.05410 4.02175
H 0.48463 -2.16210 5.56166
H 0.84935 0.94137 5.96961
H 2.10847 -0.26937 6.23047
H 2.38782 1.07958 5.12046
H 2.56979 -1.01522 2.05901
H 5.77736 2.22878 0.12752
H 4.48712 -0.89744 2.18319
H 7.01605 0.26151 0.92395
H 6.91714 -1.20933 1.89073
H 6.13033 -1.13222 0.30592
H 6.04740 1.61783 2.89216
H 4.49810 1.15308 3.59643
H 5.92941 0.14959 3.87058
H 4.88626 3.68530 -1.50106
H 2.00633 3.91341 -2.45946
H 3.40034 4.82958 -3.01240
H 3.33488 3.10174 -3.29741
H 2.55886 4.97192 -0.01936
H 4.21760 4.82112 0.56836
H 3.86308 5.82128 -0.84778
H 0.17497 -3.90763 -1.19631
H 2.00870 -4.50244 0.30277
H 2.33685 -2.83820 2.83391
H 0.95133 -3.86627 2.48083
H 2.56285 -4.57490 2.64706
H 4.07100 -2.34424 0.89929
H 4.36056 -4.08491 0.85627
H 3.90004 -3.20731 -0.61865
H -2.12257 -0.94690 -1.62952
H -0.40378 -1.67869 -4.05484
H -2.07833 -1.11560 -4.12106
H -0.84490 -0.03528 -3.52492
H -1.46400 -3.69402 -2.78873
H -2.33448 -3.40831 -1.27564
H -3.02900 -2.88226 -2.81322
S 0.17603 3.85588 -0.58603
C -1.31823 4.19556 -1.43325
C -1.64089 5.51170 -1.76240
C -2.83166 5.81805 -2.39897
C -3.12517 7.18682 -2.73122
N -3.35346 8.28411 -2.98411
C -3.73464 4.78973 -2.71221
C -3.42503 3.48398 -2.37667
C -2.22443 3.16858 -1.73836
S -1.94641 1.51479 -1.26074
C -4.98514 5.06101 -3.37144
N -5.98035 5.25261 -3.91280
H -0.95014 6.30881 -1.52136
H -4.12016 2.69148 -2.62191
O -2.14511 -0.86528 1.19023
As -3.55184 -1.69542 1.36381
C -4.61671 -1.71970 -0.22820
C -4.99419 -0.49908 -0.78561
C -5.72286 -0.47585 -1.96390
C -6.06320 -1.66785 -2.59214
C -5.67889 -2.88149 -2.04397
C -4.95621 -2.91139 -0.85721
C -3.20944 -3.51031 1.88627
C -1.88415 -3.92148 1.87532
C -1.56878 -5.22108 2.25324
C -2.57414 -6.09197 2.64670
C -3.89877 -5.67083 2.67107
C -4.21962 -4.37601 2.29268
C -4.66114 -0.96634 2.75154
C -6.02733 -0.77035 2.61430
C -6.75006 -0.20811 3.66095
C -6.10542 0.15364 4.83336
C -4.73514 -0.04107 4.96707
C -4.01056 -0.59678 3.92581
H -4.70490 0.43213 -0.31312
H -6.02176 0.47069 -2.39615
H -6.62867 -1.64664 -3.51482
H -5.93626 -3.80829 -2.54030
H -4.64912 -3.86132 -0.43706
H -1.11429 -3.22174 1.56807
H -0.53751 -5.55180 2.23811
H -2.32723 -7.10382 2.94152
H -4.67906 -6.35070 2.98715
H -5.25142 -4.04285 2.32091
H -6.53228 -1.04135 1.69434
H -7.81501 -0.04843 3.55389
H -6.66923 0.59584 5.64453
H -4.23220 0.24727 5.88175
H -2.93777 -0.71923 4.01120
C 5.29586 0.72584 -5.38907
C 4.62222 0.42618 -4.05786
C 3.26760 -0.34851 -4.14212
C 3.52266 -1.81862 -4.48656
C 2.26078 -2.67126 -4.50315
C 2.41508 0.28862 -5.22750
O 2.49679 0.00771 -6.39679
N 1.55771 1.29837 -4.80587
C 1.16840 1.43185 -3.50286
O 0.29859 2.24584 -3.14566
N 1.66595 0.67300 -2.52498
C 2.67470 -0.23798 -2.73266
O 3.14891 -0.90229 -1.83818
H 5.45246 -0.17607 -5.98006
H 6.26969 1.18322 -5.21134
H 4.71276 1.41624 -5.99881
H 4.47892 1.35111 -3.49533
H 5.26442 -0.20250 -3.43805
H 4.22938 -2.20209 -3.75035
H 4.00287 -1.85402 -5.46485
H 1.76775 -2.67188 -3.52784
H 2.50046 -3.70483 -4.75489
H 1.55314 -2.31287 -5.25327
H 1.02155 1.79170 -5.50625

=====

[4]
12
Properties=species:S:1:pos:R:3 method="wB97M-V/def2-TZVPD" orbital_gap_ev=9.13 e_lumo_ev=0.554 relative_energy_ev=5.1896
N 2.43602 0.23509 -1.27534
C 1.60187 0.04630 -0.49869
C 0.55211 -0.27081 0.50474
C -0.45754 0.86539 0.59736
C -1.24527 -0.33847 -0.71089
N -0.40447 -1.26052 0.07481
H 1.04325 -0.51096 1.44711
H -0.93882 0.91170 1.58997
H -0.18862 1.86421 0.26030
H -0.69136 0.06728 -1.57601
H -1.66856 0.46610 -0.00447
H -0.03862 -2.07531 -0.40889

=====

[5]
41
Properties=species:S:1:pos:R:3 method="wB97M-V/def2-TZVPD" smiles=COCCC[C@H]1[NH2+]CCO[C@@]1(N)C[C@@H](C)O orbital_gap_ev=9.66 charge=+1 e_lumo_ev=-3.156 relative_energy_ev=1.7241
C -1.19454 -3.57849 -2.72089
O -0.15205 -2.92217 -1.87057
C -0.17094 -1.44802 -2.15131
C 1.33483 -0.81257 -2.23344
C 2.05901 -0.55845 -0.76964
C 1.67943 0.84608 -0.04067
N 1.42876 1.97583 -1.06262
C 1.13925 3.31068 -0.34303
C -0.29973 3.07730 0.43191
O -0.67068 1.66780 0.62307
C 0.46829 0.83434 1.03880
N 1.00373 1.48121 2.33404
C -0.11998 -0.61988 1.48579
C -1.37958 -0.53672 2.57796
C -2.85925 -0.47058 1.84990
O -1.39076 -1.72700 3.49183
H -0.80222 -3.89200 -3.77782
H -1.53068 -4.55712 -2.13754
H -2.15045 -2.91799 -2.85957
H -0.62910 -1.36471 -3.25063
H -0.92118 -0.86579 -1.45656
H 1.34734 0.12725 -2.94269
H 2.01128 -1.62833 -2.78239
H 3.22673 -0.49460 -1.02088
H 1.93972 -1.52870 -0.12847
H 2.65972 1.20089 0.54241
H 2.28039 2.08572 -1.68976
H 0.58517 1.80485 -1.65784
H 1.96855 3.41689 0.50862
H 1.15171 4.22748 -1.07007
H -1.13104 3.58069 -0.24780
H -0.33460 3.65378 1.46572
H 1.49378 0.76275 2.92162
H 0.22454 1.88738 2.89688
H -0.44282 -1.33299 0.61772
H 0.74546 -1.18918 2.07598
H -1.31498 0.39593 3.28419
H -2.89363 0.22107 0.90552
H -3.61845 -0.03969 2.65599
H -3.21015 -1.57935 1.64931
H -1.53089 -2.49355 2.85692

=====

[6]
74
Properties=species:S:1:pos:R:3 method="wB97M-V/def2-TZVPD" smiles="CC[C@@H](Cl)C1=C(ON=O)C(=O)c2c(c(O)c([PH2]=O)c(N=C=O)c2[C@@H](Cl)CC)C1=O.CCOS(C)(=O)=O.CCOS(C)(=O)=O" orbital_gap_ev=7.94 e_lumo_ev=-1.778
C -5.63205 1.44110 3.93068
C -4.20643 1.22499 3.39279
C -4.01747 1.85258 2.01743
Cl -4.08059 3.63985 2.08778
C -2.78844 1.38312 1.29639
C -1.52472 1.75207 1.53259
O -1.16186 2.62707 2.49612
N -0.21083 2.05863 3.52894
O -0.58078 1.06659 3.95761
C -0.41822 1.19537 0.69502
O 0.65279 0.94459 1.17835
C -0.77615 0.92625 -0.73349
C -2.08228 0.49548 -0.95228
C -2.55312 0.19912 -2.23576
O -3.79854 -0.21135 -2.46388
C -1.68249 0.36703 -3.31963
P -2.28405 0.04712 -5.01216
O -3.33517 -0.97760 -5.15579
C -0.38418 0.81099 -3.06842
N 0.49338 1.02645 -4.19200
C 1.06843 0.07592 -4.69901
O 1.60434 -0.78933 -5.25601
C 0.10926 1.10992 -1.78677
C 1.52785 1.61158 -1.66948
Cl 1.62458 3.13581 -0.73002
C 2.54825 0.58429 -1.19762
C 3.97289 0.92048 -1.68288
C -2.99532 0.39997 0.20771
O -3.87569 -0.43736 0.28369
H -6.19022 0.50932 3.93051
H -5.62031 1.86686 4.92835
H -6.18083 2.12739 3.28824
H -3.46154 1.62105 4.07713
H -4.05744 0.15681 3.24003
H -4.87515 1.57308 1.41163
H -4.29146 -0.26487 -1.63175
H -1.14185 -0.26939 -5.75973
H -2.70070 1.32268 -5.43333
H 1.82288 1.90829 -2.66701
H 2.24312 -0.39520 -1.56715
H 2.55811 0.53029 -0.11502
H 4.01599 1.90249 -2.14909
H 4.36136 0.15729 -2.35175
H 4.64186 0.95595 -0.83259
C 8.85958 1.27416 3.14369
C 7.64162 2.08586 2.75532
O 7.88879 2.95462 1.62466
S 7.91162 2.29440 0.18270
C 7.81630 3.78307 -0.74686
O 6.70973 1.53449 0.00812
O 9.17945 1.67444 -0.04247
H 9.11029 0.54134 2.37841
H 8.66430 0.74449 4.07620
H 9.72478 1.92271 3.27824
H 6.78433 1.44799 2.53736
H 7.35525 2.75850 3.56071
H 6.86434 4.26440 -0.54158
H 7.88716 3.50444 -1.79577
H 8.64978 4.42134 -0.46741
C -4.34596 -3.41677 1.36485
C -4.73000 -3.66841 -0.07731
O -4.15865 -4.88949 -0.60332
S -4.83779 -6.25923 -0.17995
C -4.05757 -7.27519 -1.38402
O -6.24215 -6.17814 -0.44374
O -4.38208 -6.63475 1.12272
H -4.79387 -4.15314 2.03108
H -4.68463 -2.42674 1.66589
H -3.26421 -3.47491 1.48918
H -5.81276 -3.69319 -0.20659
H -4.34056 -2.88093 -0.71806
H -4.37995 -6.95809 -2.37150
H -4.37337 -8.29698 -1.18682
H -2.98095 -7.18308 -1.27210

=====

[7]
51
Properties=species:S:1:pos:R:3 method="wB97M-V/def2-TZVPD" orbital_gap_ev="8.48 / 3.59" charge=-1 e_lumo_ev="1.512 / -3.359" spin_multiplicity=2 s2=0.758
Cs 1.23348 -1.13026 2.94428
P -0.13440 0.20931 0.11811
O 0.71323 1.51767 0.02246
O 0.86972 -0.97795 0.03045
O -1.23639 0.12300 -1.00478
O -0.84008 0.23705 1.54281
O -2.87594 1.60847 0.89944
H -2.73465 1.94899 0.01609
H -2.10076 1.07617 1.07828
O -1.92704 -1.94078 2.45212
H -2.05353 -2.61193 1.78146
H -1.54000 -1.20203 1.98236
O 3.30885 1.16439 -0.71036
H 2.37672 1.12826 -0.49575
H 3.42440 2.01401 -1.13583
O 0.31838 -3.44347 -0.04403
H 0.62405 -2.53640 -0.03967
H 0.29108 -3.69196 0.87995
O 1.68409 -1.51435 -2.35618
H 1.43977 -1.11842 -1.51966
H 0.85246 -1.64546 -2.81163
O -2.19019 2.27838 -1.95953
H -1.94031 1.42379 -1.60815
H -1.37816 2.78516 -1.95820
O -0.69395 -0.03701 -3.55705
H -1.39218 0.52833 -3.88736
H -0.77102 0.01797 -2.60455
O -1.50055 -2.33629 -1.78646
H -0.91419 -2.72953 -1.14011
H -1.43015 -1.39417 -1.63256
O 3.28831 -1.27232 0.33104
H 3.70668 -0.41187 0.30216
H 2.36221 -1.09452 0.16686
O -0.45847 3.31247 1.29420
H -0.11155 2.71170 0.63469
H -0.47546 2.79866 2.10163
O -4.01438 -1.06689 -0.39536
H -3.23503 -0.51115 -0.39191
H -4.38917 -0.94922 -1.26824
O 2.14983 1.75952 2.28502
H 1.50298 1.49436 1.63119
H 2.18261 2.71373 2.21696
O 3.22931 -3.76521 1.15511
H 3.40732 -4.21111 0.32703
H 2.98053 -2.87665 0.90057
O 0.53254 3.12137 -1.90151
H 0.52861 2.48974 -1.18229
H 1.03769 2.69419 -2.59330
O -1.42228 1.42752 3.74477
H -0.97320 0.78450 4.29349
H -1.31186 1.10013 2.85210

=====

[8]
114
Properties=species:S:1:pos:R:3 method="wB97M-V/def2-TZVPD" orbital_gap_ev=0.92 charge=+2 e_lumo_ev=-10.289
Cd -4.51812 1.33144 2.40179
Cd -2.90820 1.53443 8.04855
C 1.05687 0.77426 3.69857
O -0.21013 1.06917 4.23647
H 1.54057 1.75044 3.66368
H 1.62542 -0.05411 4.12126
H 0.75260 0.55850 2.67438
C -8.04483 3.74592 6.53044
O -6.90660 2.98196 6.14795
H -8.33560 4.44066 5.74247
H -8.88308 3.15773 6.90388
H -7.81301 4.37807 7.38761
C -6.67001 1.13750 -9.46421
O -5.60063 0.97364 -8.51266
C -4.73253 -0.00825 -8.78296
C -4.06315 -0.50518 -7.43244
N -3.07680 0.46222 -6.89229
C -1.75604 0.45585 -7.54764
C -0.81878 1.51288 -6.95822
O -0.59289 1.12926 -5.61215
C 0.38108 1.63099 -4.84020
H -6.23656 1.15412 -10.46417
H -7.26623 2.03271 -9.28751
H -7.37038 0.31019 -9.34959
H -3.97123 0.42131 -9.43411
H -5.00569 -0.88756 -9.36631
H -3.49566 -1.41145 -7.64393
H -4.89639 -0.76262 -6.77856
H -3.48268 1.38458 -6.96024
H -2.01853 0.71100 -8.57434
H -1.24762 -0.50817 -7.56396
H -1.26473 2.47203 -7.22140
H 0.06453 1.32402 -7.56829
H 1.25817 1.77014 -5.47223
H 0.59281 0.96954 -4.00011
H 0.04172 2.60031 -4.47501
C 3.18954 10.68335 -1.22119
O 2.82263 11.13051 0.05172
C 3.03518 12.52749 0.25897
C 3.13046 12.62172 1.77534
N 4.33981 12.08868 2.38757
C 4.12498 11.52318 3.68450
C 5.45792 10.64632 3.89132
O 5.48180 9.55357 3.04661
C 4.73082 8.44900 3.50813
H 2.57355 9.79009 -1.32482
H 4.24458 10.41441 -1.27283
H 3.13010 11.44996 -1.99377
H 2.23316 13.08918 -0.21996
H 3.93522 12.91670 -0.21701
H 2.32550 11.96862 2.11239
H 2.81725 13.65055 1.95281
H 4.53825 11.35367 1.72389
H 3.21711 11.07086 4.08360
H 4.14416 12.41557 4.31010
H 5.38822 10.33409 4.93331
H 6.30587 11.32516 3.80052
H 4.96471 7.66676 2.78600
H 3.67111 8.67125 3.38273
H 5.10859 8.16325 4.48983
C 0.97511 -5.69207 8.75854
O -0.29293 -6.32836 8.74461
C -0.98145 -6.42990 7.50851
C -2.28371 -7.28069 7.74567
N -3.08457 -6.86221 8.91941
C -4.37424 -7.65692 9.02144
C -4.98427 -7.62669 10.41412
O -4.02727 -8.03693 11.41344
C -4.63521 -8.39621 12.69045
H 1.58477 -6.19309 8.00662
H 1.53638 -5.96594 9.65188
H 0.96449 -4.61148 8.61600
H -0.45196 -6.88782 6.67302
H -1.18482 -5.41583 7.16440
H -1.92116 -8.30796 7.70888
H -2.89786 -7.15796 6.85356
H -2.59591 -6.96041 9.79786
H -4.23508 -8.70847 8.77049
H -5.04767 -7.36222 8.21661
H -5.92158 -8.16206 10.56551
H -5.25472 -6.60167 10.66766
H -5.33578 -9.22268 12.80981
H -5.24482 -7.60014 13.11794
H -3.82858 -8.65810 13.37519
C 3.70403 -5.37368 -3.25418
O 3.65290 -6.04272 -4.55151
C 3.16701 -7.43808 -4.53103
C 3.30063 -7.91138 -6.00197
N 4.73967 -7.93707 -6.43003
C 4.86422 -7.91418 -7.84743
C 4.52278 -6.54366 -8.55300
O 5.49583 -5.65906 -8.21150
C 5.33479 -4.28397 -8.58785
H 2.68007 -5.08735 -3.01416
H 4.30181 -4.46225 -3.26243
H 3.99297 -6.05431 -2.45334
H 2.13233 -7.53781 -4.20302
H 3.72871 -8.05449 -3.82915
H 2.72946 -7.22732 -6.62960
H 2.83742 -8.89045 -6.12430
H 5.10502 -7.11533 -5.97027
H 4.16367 -8.65172 -8.23905
H 5.83803 -8.24066 -8.21240
H 3.54048 -6.17974 -8.25174
H 4.58006 -6.79414 -9.61229
H 6.13676 -3.69300 -8.14546
H 4.42534 -3.83016 -8.19408
H 5.16899 -4.24049 -9.66429
O -3.73499 5.39844 1.47756
H -3.86223 6.07606 0.81356
H -3.04347 5.74300 2.04263
O -2.40683 0.86415 -1.30092
H -3.04922 0.87159 -2.01050
H -1.56107 0.79381 -1.74360